[1]
C3H4O3 | ωB97M-V/def2-TZVPD

Energy above the lowest of the compared OMol25 structures with the same formula, charge and spin: 4.7149 eV
Gap between HOMO and LUMO (alpha / beta): 7.91 / 7.92 eV
LUMO level (alpha / beta): -0.08 / -0.41 eV
Multiplicity: 1

```
10
Properties=species:S:1:pos:R:3:forces:R:3:nbo_charge:R:1
O 0.53128 -0.04948 -0.78568 0.11 -0.21 0.42 -0.424
O -0.36665 -1.90163 -0.23789 -0.14 -0.89 -0.51 -0.632
H 0.38278 2.01794 -0.32171 -1.03 0.45 1.20 0.172
C -0.16588 -0.64220 0.14739 -1.06 -2.13 -0.05 0.494
C 0.78056 1.21544 -0.85702 3.38 2.66 -3.82 -0.084
H 1.46147 1.50103 -1.76502 -1.45 -0.79 1.97 0.166
H -0.28628 0.81227 1.61996 -0.83 -0.65 0.31 0.098
O -1.57648 -0.79520 1.99095 -1.09 -0.87 1.03 -0.503
C -0.76243 -0.19239 1.35072 2.42 2.71 -1.10 0.224
H 0.00163 -1.96578 -1.14170 -0.31 -0.29 0.56 0.489
```
Forces are in eV/Å.

=====

[2]
C19H32Cl10O9 | ωB97M-V/def2-TZVPD

Energy above the lowest of the compared OMol25 structures with the same formula, charge and spin: 0.2006 eV
SMILES string: O=C1OCCO1.O=C1OCCO1.O=C1OCCO1.ClCCCl.ClCCCl.ClCCCl.ClCCCl.ClCCCl
Gap between HOMO and LUMO: 10.57 eV
LUMO level: -0.03 eV
Multiplicity: 1

```
70
Properties=species:S:1:pos:R:3:forces:R:3:nbo_charge:R:1
Cl -5.47047 3.27058 0.33576 -0.12 -0.49 -0.32 -0.078
H -3.72780 2.07473 -4.57070 0.85 0.30 -0.25 0.226
H 6.22051 -1.87642 -1.25600 0.25 0.00 0.57 0.229
H -6.62617 1.15970 0.25298 -0.10 0.32 -0.04 0.224
H -0.09126 1.90759 -2.96987 -0.04 -0.24 -0.10 0.181
Cl -5.11552 1.34292 2.90222 -0.09 0.30 -0.05 -0.043
H 0.96306 3.52613 -1.62531 0.48 0.28 0.00 0.182
C -2.84855 2.77415 -2.67191 0.05 0.87 -0.20 -0.395
Cl 4.28295 2.93234 1.29983 -0.11 -0.39 0.26 -0.059
C 1.23369 -2.44327 -2.73507 0.36 -0.04 -0.16 0.979
H -2.14278 -0.60961 6.98930 0.47 -0.11 -0.12 0.195
H 0.48016 -4.87803 -1.85202 0.00 -0.13 -0.09 0.188
H 1.75058 2.16864 -0.70957 -0.65 0.34 0.22 0.214
Cl 1.68176 0.07692 1.04162 0.04 0.46 0.06 -0.073
H -5.06832 -0.26333 1.29721 0.03 0.02 -0.29 0.228
C -5.58875 1.46892 0.16887 0.42 0.45 0.67 -0.373
C -2.46026 -0.47218 5.96167 -1.53 0.59 -0.54 -0.097
Cl 3.03374 -3.07969 0.29570 0.15 -0.46 0.17 -0.060
H 0.83741 0.64402 -2.04569 -0.20 -0.38 -0.64 0.202
H -5.19403 1.22044 -0.81175 -0.01 -0.09 0.01 0.227
C 0.87380 1.57182 -2.60939 1.17 0.75 0.44 -0.091
C 6.25482 1.44553 2.39069 0.15 0.60 -0.06 -0.388
H 3.89836 -1.29959 -0.87009 0.04 0.01 -0.04 0.242
H 0.46108 -1.85503 0.93954 -0.48 0.07 0.35 0.233
C 5.52285 -2.65460 -0.94736 -1.38 0.15 -1.18 -0.413
H -1.83473 -0.95078 0.56466 -0.02 -0.23 0.44 0.223
C 5.09329 1.33430 1.43249 0.10 -0.18 -0.10 -0.380
H 5.38051 1.08959 0.41373 0.23 -0.09 0.08 0.223
H 5.88018 1.57633 3.40261 0.08 0.03 0.01 0.220
H -1.84729 3.15356 -2.86326 -0.01 -0.13 -0.29 0.218
H 5.15120 -3.03500 -1.90229 -0.08 -0.19 0.16 0.219
H -1.77680 -0.01059 5.25997 0.80 -0.27 0.51 0.200
O -2.89922 -1.70669 5.39689 0.90 -0.38 0.08 -0.491
C 0.26443 -0.86887 0.51979 0.79 -0.49 0.13 -0.394
Cl -2.70288 1.08549 -2.18300 -0.09 -0.46 0.22 -0.066
C 1.54608 2.60799 -1.68419 0.22 -0.77 0.70 -0.114
O 3.82363 2.33797 -4.19093 -0.15 0.15 0.12 -0.582
H 4.43690 0.55350 1.81541 -0.43 0.32 -0.18 0.218
C -4.77182 0.78791 1.25536 -0.19 -0.97 -0.12 -0.400
O 1.80397 1.50809 -3.70713 -0.58 0.04 0.30 -0.489
H 0.59670 -5.39186 -3.55816 -0.04 0.10 -0.08 0.213
C 2.90450 2.24742 -3.43730 0.77 -0.67 -0.59 0.967
Cl -3.52075 4.47481 -4.67214 -0.17 -0.26 0.10 -0.030
H -3.69669 0.78636 1.09664 -0.02 0.48 -0.04 0.216
H 0.41411 -1.03157 -0.54745 -0.53 0.42 -0.10 0.243
Cl -1.25494 0.07534 2.63498 0.02 -0.14 0.00 -0.048
H -3.67505 1.02501 4.99178 0.00 0.29 0.26 0.195
O -4.83021 -2.67225 4.80070 0.10 0.16 -0.03 -0.586
O -4.76862 -0.56328 5.57079 -0.37 0.22 0.42 -0.488
C -4.22201 -1.73250 5.20973 -0.42 -0.25 0.07 0.973
H -1.51519 -3.91540 -2.56569 -0.06 0.51 0.16 0.202
H -3.23594 3.36495 -1.84303 -0.09 -0.21 0.10 0.236
H -3.98379 0.96104 6.75839 -0.13 -0.13 0.06 0.198
H -4.80661 2.78180 -3.52989 0.00 0.74 0.12 0.220
Cl 7.26987 -0.01162 2.36955 -0.08 -0.25 -0.10 -0.054
H -0.96654 -3.58888 -4.20512 0.19 0.39 -0.06 0.193
C -3.74534 0.38526 5.87003 0.28 -0.15 -0.55 -0.104
C 4.35751 -2.02120 -0.19357 0.75 0.95 -0.58 -0.399
C -0.65989 -3.59737 -3.15896 0.02 -1.03 -0.02 -0.101
Cl 6.28631 -3.98924 -0.12844 0.48 -0.29 0.46 -0.032
H -1.31822 0.64635 0.35992 0.55 0.25 0.13 0.225
C 0.50005 -4.53968 -2.89199 0.17 -0.25 0.22 -0.100
H 4.75720 -1.45548 0.64409 -0.28 -0.31 0.41 0.213
H 6.89356 2.28513 2.12679 0.00 -0.02 0.05 0.223
O -0.10543 -2.35648 -2.73176 -0.94 0.03 -0.02 -0.497
C -3.77479 2.91017 -3.87082 -0.64 -0.82 0.27 -0.402
O 2.87549 2.77135 -2.20320 -0.90 0.52 -0.50 -0.480
O 1.64140 -3.68715 -3.03632 -0.06 0.11 0.01 -0.476
O 1.93618 -1.51785 -2.49839 0.45 0.33 0.10 -0.594
C -1.06120 -0.25866 0.90811 -0.35 -0.26 -1.02 -0.412
```
Forces are in eV/Å.

=====

[3]
C4H8N2 | ωB97M-V/def2-TZVPD

Energy above the lowest of the compared OMol25 structures with the same formula, charge and spin: 0.2074 eV
SMILES string: CC(C)(N)C#N
Gap between HOMO and LUMO: 11.14 eV
LUMO level: 0.84 eV
Multiplicity: 1

```
14
Properties=species:S:1:pos:R:3:forces:R:3:nbo_charge:R:1
H -1.61639 -1.33242 -0.27457 0.06 0.17 0.08 0.219
H 1.88636 -0.94209 0.43380 -0.02 0.01 -0.17 0.224
C -1.39645 -0.27101 -0.41979 -0.04 -0.03 0.03 -0.601
N 0.36686 1.39330 -0.48283 0.06 0.16 0.16 -0.801
H 0.67252 -1.94526 -0.36867 0.02 0.16 0.08 0.221
N 0.08234 0.36785 2.72793 -0.16 -0.27 -1.15 -0.335
H 1.29554 1.66410 -0.17028 -0.09 0.01 -0.03 0.365
C 1.08323 -0.93385 -0.30818 0.05 -0.06 0.01 -0.605
H -2.16296 0.31077 0.10256 0.11 -0.05 -0.10 0.219
H -0.27573 2.10701 -0.14758 0.09 -0.04 -0.08 0.365
H -1.45753 -0.03786 -1.48753 0.11 -0.09 0.17 0.230
C 0.00562 0.19250 1.58519 0.03 0.19 0.89 0.258
C 0.00671 0.09552 0.08970 -0.03 -0.13 0.02 0.011
H 1.50987 -0.66855 -1.27973 -0.19 -0.02 0.09 0.230
```
Forces are in eV/Å.

=====

[4]
C38H15F16GeHfN5S | ωB97M-V/def2-TZVPD

Energy above the lowest of the compared OMol25 structures with the same formula, charge and spin: 0.2633 eV
Net charge: +2
Gap between HOMO and LUMO: 6.32 eV
LUMO level: -7.41 eV
Multiplicity: 1

```
77
Properties=species:S:1:pos:R:3:forces:R:3:lowdin_charge:R:1
H 1.52392 1.69517 1.41139 0.06 0.01 0.00 0.086
C 1.72721 -0.11886 -4.75016 0.07 0.13 -0.11 -0.140
C 1.89241 -2.22980 3.98598 -0.09 0.00 -0.05 0.014
C 4.16896 -2.46877 4.72723 0.03 -0.02 0.07 -0.019
C 6.13210 2.02744 -4.61081 0.13 -0.06 -0.02 -0.134
H -4.30467 -2.27123 -0.11543 -0.01 0.02 -0.05 0.139
F 2.68292 0.71076 -6.73702 -0.02 0.05 0.06 0.130
C 2.35724 -1.87884 2.71550 0.10 -0.06 -0.30 -0.087
H -5.44650 -1.56859 -2.22866 0.02 0.00 0.01 0.136
F -2.45256 3.21494 -6.17468 0.01 -0.02 0.00 0.149
Ge 2.04247 1.59416 -3.84856 0.22 -0.10 -0.20 0.761
C -1.62358 3.80691 0.63340 -0.03 0.06 0.00 0.012
C 3.90011 3.61367 -4.93299 -0.07 -0.03 -0.06 -0.204
F -2.49428 5.49085 -4.71901 0.02 -0.03 0.00 0.173
C 3.32565 -1.10465 0.24396 -0.02 -0.02 -0.04 -0.146
C 1.35112 -2.55979 -6.09832 0.00 -0.21 -0.17 -0.115
C 4.87715 1.55760 -4.29427 0.01 0.02 0.03 -0.231
C -0.33227 1.77835 0.28325 -0.06 -0.17 -0.09 -0.356
N 0.20107 -1.75909 1.74082 -0.17 -0.21 0.06 0.105
C -2.38212 -0.25430 -2.71578 0.08 0.04 0.05 -0.076
C 5.14362 4.11420 -5.26370 0.03 0.15 -0.07 -0.131
F 2.84945 4.41813 -5.11647 -0.11 -0.05 0.05 0.116
C 0.52094 2.75568 -4.14369 -0.05 0.04 0.06 -0.149
F 1.40289 4.20439 -2.50838 0.05 -0.05 -0.04 0.090
C 2.12350 -0.29587 -6.06860 0.07 0.04 0.02 -0.213
C 0.62571 2.26833 1.19220 -0.10 -0.09 -0.09 -0.150
F 4.78625 0.30431 -3.81282 -0.15 -0.03 0.01 0.072
N 2.01165 -1.15143 0.37717 -0.79 0.62 0.18 -0.001
C 0.92161 -2.41945 -4.79224 -0.07 -0.11 0.11 -0.136
C -3.78364 -1.69251 -0.86744 -0.27 -0.10 -0.01 0.036
C -1.73190 -1.74583 0.53320 -0.26 0.01 -0.11 0.006
F -0.58042 5.97850 -2.87673 0.02 -0.04 -0.01 0.157
H -2.20685 -2.30658 1.33267 -0.02 0.00 -0.01 0.156
C 3.73351 2.32739 -4.44452 -0.06 0.00 0.14 -0.150
C 4.64549 -2.11991 3.48007 0.13 0.02 -0.01 0.013
N -0.50083 -1.42067 0.60644 0.24 -0.22 0.44 -0.128
F 2.35019 -1.62303 -7.99413 -0.02 0.02 0.07 0.174
C 2.79635 -2.51905 4.98337 0.01 -0.01 0.04 -0.025
H -2.48447 4.43419 0.44002 0.04 -0.01 0.02 0.132
H -1.79276 0.31329 -3.42827 0.01 0.01 0.00 0.119
S 2.32864 1.21208 -1.69102 -0.10 -0.12 0.02 0.344
F 7.20848 1.26842 -4.44832 -0.04 -0.01 0.00 0.149
N 4.16017 -1.44402 1.19720 0.01 -0.10 0.16 0.169
C 3.72857 -1.82325 2.48420 0.15 0.05 -0.13 -0.152
F 5.27542 5.34494 -5.73295 -0.03 -0.02 0.01 0.160
H -4.14831 -0.27010 -3.92056 0.00 0.00 0.02 0.132
F 7.45350 3.78447 -5.41362 -0.05 -0.03 0.02 0.173
F 0.62347 -1.12680 -2.87783 -0.19 0.04 0.25 -0.090
C -0.64597 4.23985 1.51450 0.00 0.04 0.02 -0.257
H 2.44449 -2.79117 5.96910 0.01 0.00 -0.02 0.125
H 5.15170 -1.40280 1.00516 0.03 -0.01 0.02 0.182
C -0.54238 4.86466 -3.59256 -0.08 0.16 0.09 -0.135
H 0.82612 -2.27204 4.15982 0.03 -0.01 0.02 0.124
C -1.52215 4.61714 -4.53870 -0.19 0.16 -0.05 -0.118
H 5.71119 -2.07395 3.28357 -0.07 -0.01 0.01 0.131
F -0.51811 1.41693 -5.81299 0.11 -0.10 0.00 0.098
C -4.41282 -1.30315 -2.04838 -0.06 -0.03 0.02 0.019
C -1.45722 2.57690 0.02363 0.03 -0.04 0.03 -0.118
F 1.17367 -3.70334 -6.73068 0.01 0.06 0.04 0.177
C -2.47275 -1.33840 -0.66853 0.20 -0.01 0.08 -0.235
H 1.21688 3.87960 2.50624 -0.03 0.00 -0.01 0.133
N -1.77940 -0.61472 -1.58150 0.42 0.23 0.26 -0.012
C 1.95399 -1.49085 -6.74203 0.03 -0.10 -0.19 -0.120
H 3.73854 -0.76471 -0.69748 -0.01 0.02 -0.01 0.098
F -0.79278 5.42568 2.09540 0.00 0.00 0.00 0.112
C -0.48091 2.53935 -5.08016 -0.01 0.06 0.12 -0.222
C -1.49658 3.45226 -5.28574 -0.11 0.00 -0.05 -0.139
C 0.48231 3.49136 1.81346 -0.07 0.06 0.07 0.019
C 6.26003 3.31587 -5.10115 0.26 0.08 -0.06 -0.116
C 1.12961 -1.20809 -4.17380 -0.06 -0.03 0.00 -0.184
Hf 0.33236 0.05070 -0.80161 1.00 0.10 -0.80 1.522
C 0.45729 3.93540 -3.41188 0.06 -0.04 0.01 -0.250
F 0.31472 -3.41955 -4.15881 0.03 0.06 -0.01 0.141
C 1.47899 -1.59971 1.59218 -0.17 -0.03 0.16 -0.268
C -3.70070 -0.58179 -2.98717 -0.06 0.02 -0.07 0.008
H -2.22532 2.24489 -0.66772 -0.01 -0.02 -0.02 0.090
H 4.87201 -2.70556 5.51512 -0.02 0.01 -0.01 0.127
```
Forces are in eV/Å.

=====

Copy entry 3 word for word.
C4H8N2 | ωB97M-V/def2-TZVPD

Energy above the lowest of the compared OMol25 structures with the same formula, charge and spin: 0.2074 eV
SMILES string: CC(C)(N)C#N
Gap between HOMO and LUMO: 11.14 eV
LUMO level: 0.84 eV
Multiplicity: 1

```
14
Properties=species:S:1:pos:R:3:forces:R:3:nbo_charge:R:1
H -1.61639 -1.33242 -0.27457 0.06 0.17 0.08 0.219
H 1.88636 -0.94209 0.43380 -0.02 0.01 -0.17 0.224
C -1.39645 -0.27101 -0.41979 -0.04 -0.03 0.03 -0.601
N 0.36686 1.39330 -0.48283 0.06 0.16 0.16 -0.801
H 0.67252 -1.94526 -0.36867 0.02 0.16 0.08 0.221
N 0.08234 0.36785 2.72793 -0.16 -0.27 -1.15 -0.335
H 1.29554 1.66410 -0.17028 -0.09 0.01 -0.03 0.365
C 1.08323 -0.93385 -0.30818 0.05 -0.06 0.01 -0.605
H -2.16296 0.31077 0.10256 0.11 -0.05 -0.10 0.219
H -0.27573 2.10701 -0.14758 0.09 -0.04 -0.08 0.365
H -1.45753 -0.03786 -1.48753 0.11 -0.09 0.17 0.230
C 0.00562 0.19250 1.58519 0.03 0.19 0.89 0.258
C 0.00671 0.09552 0.08970 -0.03 -0.13 0.02 0.011
H 1.50987 -0.66855 -1.27973 -0.19 -0.02 0.09 0.230
```
Forces are in eV/Å.

=====

Number 2 is which compound?
C19H32Cl10O9

=====

Which of these has the lowest energy above the lowest of the compared OMol25 structures with the same formula, charge and spin?
C19H32Cl10O9